# 1
C2H2FN | wB97M-V/def2-TZVPD

Positions of all 6 atoms, in Å:
1 C -0.415 -0.282 -0.229
2 C 0.633 0.506 0.455
3 N 0.622 0.654 -0.771
4 F -0.619 -1.632 -0.607
5 H -1.434 -0.100 -0.091
6 H 1.212 0.854 1.243

The HOMO energy (spin up / spin down) is -0.22812 / -0.43688 Eh. As for the HOMO-LUMO gap (spin up / spin down): 7.37 / 8.73 eV. As for the net charge: 0. As for the multiplicity: 3. For the energy above the lowest of the compared OMol25 structures with the same formula, charge and spin, the calculation gives 40.2 kcal/mol.

---

# 2
C2H2FNO2 | wB97M-V/def2-TZVPD

Positions of all 8 atoms, in Å:
1 C 1.014 0.819 -0.188
2 C 0.176 -0.351 -0.485
3 N 1.625 1.756 -0.162
4 O -0.104 -1.452 0.199
5 O -1.443 0.761 -0.132
6 F -1.422 0.448 1.210
7 H -0.059 -0.460 -1.579
8 H 0.212 -1.520 1.137

The HOMO energy is -0.38114 Eh. As for the HOMO-LUMO gap: 9.71 eV. As for the net charge: 0. For the energy above the lowest of the compared OMol25 structures with the same formula, charge and spin, the calculation gives 152.9 kcal/mol.

---

# 3
C2H2FO2Zn | wB97M-V/def2-TZVPD

Positions of all 8 atoms, in Å:
1 Zn 0.749 1.072 -1.237
2 F -0.928 1.109 -2.091
3 O 0.058 1.308 0.535
4 C -0.437 0.148 0.807
5 C 0.323 -0.958 0.294
6 O 1.123 -0.724 -0.687
7 H -1.109 0.011 1.664
8 H 0.221 -1.966 0.715

The HOMO energy (spin up / spin down) is -0.31030 / -0.40654 Eh. As for the HOMO-LUMO gap (spin up / spin down): 7.08 / 9.68 eV. As for the net charge: 0. As for the multiplicity: 2. For the energy above the lowest of the compared OMol25 structures with the same formula, charge and spin, the calculation gives 0.0 kcal/mol.

---

# 4
C2H2FO3S | wB97M-V/def2-TZVPD

Positions of all 9 atoms, in Å:
1 C -0.796 1.357 0.727
2 C -0.528 0.332 -0.223
3 O -1.645 -2.583 0.499
4 O -1.825 1.903 1.096
5 O -0.209 -1.794 2.335
6 F 0.297 1.457 1.591
7 S -1.384 -1.547 1.516
8 H 0.356 -0.108 -0.387
9 H -1.213 0.026 -0.917

The HOMO energy (spin up / spin down) is -0.13301 / -0.13303 Eh. As for the HOMO-LUMO gap (spin up / spin down): 7.30 / 7.30 eV. As for the net charge: -1. For the energy above the lowest of the compared OMol25 structures with the same formula, charge and spin, the calculation gives 9.9 kcal/mol.

---

# 5
C2H2FOPt | wB97M-V/def2-TZVPD

Positions of all 7 atoms, in Å:
1 F 1.614 -0.741 0.491
2 O 1.355 0.753 0.473
3 Pt 0.147 -0.127 -0.544
4 C -1.718 -0.145 -0.257
5 C -2.879 0.152 0.088
6 H -3.869 0.360 0.480
7 H -2.498 0.512 -1.068

The HOMO energy (spin up / spin down) is -0.54914 / -0.58751 Eh. As for the HOMO-LUMO gap (spin up / spin down): 8.58 / 7.95 eV. As for the net charge: +1. As for the multiplicity: 3. For the energy above the lowest of the compared OMol25 structures with the same formula, charge and spin, the calculation gives 130.1 kcal/mol.

---

# 6
C2H2FOSn | wB97M-V/def2-TZVPD

Positions of all 7 atoms, in Å:
1 C 0.562 0.358 0.036
2 C 1.440 -0.577 0.019
3 O -0.129 1.337 -0.028
4 H 1.175 -1.635 -0.034
5 H -2.483 0.787 -0.032
6 Sn 3.434 -0.051 0.054
7 F -2.639 -0.164 -0.003

The HOMO energy (spin up / spin down) is -0.25282 / -0.36157 Eh. As for the HOMO-LUMO gap (spin up / spin down): 5.85 / 8.94 eV. As for the net charge: 0. As for the multiplicity: 2. For the energy above the lowest of the compared OMol25 structures with the same formula, charge and spin, the calculation gives 0.0 kcal/mol.

---

Which value of net charge does entry 4 give?
-1

---

Please write out number 3 again, unchanged.
C2H2FO2Zn | wB97M-V/def2-TZVPD

Positions of all 8 atoms, in Å:
1 Zn 0.749 1.072 -1.237
2 F -0.928 1.109 -2.091
3 O 0.058 1.308 0.535
4 C -0.437 0.148 0.807
5 C 0.323 -0.958 0.294
6 O 1.123 -0.724 -0.687
7 H -1.109 0.011 1.664
8 H 0.221 -1.966 0.715

The HOMO energy (spin up / spin down) is -0.31030 / -0.40654 Eh. As for the HOMO-LUMO gap (spin up / spin down): 7.08 / 9.68 eV. As for the net charge: 0. As for the multiplicity: 2. For the energy above the lowest of the compared OMol25 structures with the same formula, charge and spin, the calculation gives 0.0 kcal/mol.

---

Which value of energy above the lowest of the compared OMol25 structures with the same formula, charge and spin does entry 6 give?
0.0 kcal/mol